Record 1
25
Properties=species:S:1:pos:R:3 method="wB97M-V/def2-TZVPD" energy_ha=-841.50671 relative_energy_ev=6.205 homo_energy_ha=-0.26890 homo_lumo_gap_ev=7.8665 fmax_ev_per_a=4.62 total_charge=0 smiles="C=S1(=C)CCNc2ccccc21"
C 2.67 -1.73 0.88
S 1.30 -0.59 -0.12
C 1.91 -0.69 -1.65
C 1.66 1.07 0.55
C 0.87 2.16 -0.18
N -0.53 1.93 -0.12
C -1.16 0.68 -0.10
C -2.53 0.76 0.09
C -3.19 -0.41 0.16
C -2.54 -1.62 0.08
C -1.18 -1.72 0.19
C -0.47 -0.57 -0.04
H 2.32 -2.71 0.74
H 2.47 -1.55 1.91
H 2.39 -1.58 -1.86
H 1.28 -0.45 -2.57
H 2.73 1.37 0.30
H 1.32 1.19 1.53
H 1.13 3.25 0.19
H 1.36 2.10 -1.25
H -0.97 2.75 0.20
H -2.89 1.68 0.25
H -4.19 -0.28 0.27
H -3.25 -2.54 0.21
H -0.52 -2.53 0.34


Record 2
32
Properties=species:S:1:pos:R:3 method="wB97M-V/def2-TZVPD" energy_ha=-4477.43396 homo_energy_ha=-0.44750 homo_lumo_gap_ev=6.9563 fmax_ev_per_a=2.73 total_charge=+1 smiles="C=Cc1cc(C(=O)O[PH2]=N)c(C(F)(F)C(F)(F)F)c(P(O)Br)[nH+]1"
C -4.54 0.97 0.49
C -3.34 1.60 0.64
C -2.07 0.98 0.21
C -1.20 0.35 1.08
C -0.05 -0.25 0.59
C 0.81 -0.88 1.66
O 0.78 -2.02 1.95
O 1.52 0.05 2.33
P 3.19 -0.17 2.52
N 3.70 0.32 3.89
C 0.23 -0.23 -0.79
C 1.46 -0.95 -1.29
F 1.71 -0.80 -2.59
F 2.52 -0.43 -0.62
C 1.46 -2.53 -1.00
F 2.43 -2.84 -0.17
F 1.72 -3.15 -2.15
F 0.27 -2.94 -0.59
C -0.65 0.47 -1.61
P -0.42 0.68 -3.47
O -1.62 1.75 -3.78
Br 1.37 1.98 -3.69
N -1.75 1.04 -1.09
H -4.75 0.03 0.99
H -5.34 1.40 -0.11
H -3.30 2.57 1.15
H -1.42 0.31 2.13
H 3.41 -1.53 2.26
H 3.69 0.63 1.49
H 4.15 -0.43 4.41
H -1.54 2.49 -3.15
H -2.41 1.52 -1.69


Record 3
18
Properties=species:S:1:pos:R:3 method="wB97M-V/def2-TZVPD" energy_ha=-289.90511 relative_energy_ev=1.812 homo_energy_ha=-0.27409 homo_lumo_gap_ev=8.5040 fmax_ev_per_a=2.52 total_charge=0 smiles="C=CC(N)=C(C)C"
C 0.58 2.10 0.76
C -0.51 1.32 0.84
C -0.52 0.27 -0.20
N -1.10 0.62 -1.43
C 0.03 -0.97 0.00
C 0.48 -1.83 -1.12
C 0.73 -1.24 1.31
H 0.65 3.02 1.32
H 1.41 1.85 0.09
H -1.31 1.56 1.53
H -1.18 1.58 -1.71
H -0.91 0.05 -2.23
H 0.21 -1.52 -2.14
H 0.09 -2.88 -1.08
H 1.55 -1.99 -1.27
H 1.33 -2.15 1.44
H 1.22 -0.36 1.75
H 0.01 -1.45 2.12


Record 4
17
Properties=species:S:1:pos:R:3 method="wB97M-V/def2-TZVPD" energy_ha=-309.67265 relative_energy_ev=4.618 homo_energy_ha=-0.31219 homo_lumo_gap_ev=9.3556 fmax_ev_per_a=0.32 total_charge=0
C -0.66 1.52 0.25
C -0.86 0.02 0.19
C -0.99 -0.66 -1.20
C 0.15 -1.62 -0.83
O 1.43 -1.05 -1.22
C 1.67 -0.43 -0.07
C 0.34 -0.93 0.53
H -0.46 1.85 1.28
H -1.55 2.04 -0.11
H 0.19 1.83 -0.37
H -1.71 -0.27 0.82
H -1.95 -1.16 -1.38
H -0.75 -0.03 -2.06
H 0.10 -2.69 -1.04
H 2.31 1.72 2.14
H 2.37 1.25 1.57
H 0.37 -1.40 1.51


Record 5
85
Properties=species:S:1:pos:R:3 method="wB97M-V/def2-TZVPD" energy_ha=-4600.76125 homo_energy_ha="-0.70685 / -0.70338" homo_lumo_gap_ev="4.8581 / 4.6938" fmax_ev_per_a=6.00 total_charge=+4 multiplicity=4
N -6.39 4.73 -4.70
C -6.19 5.14 -3.45
C -5.30 4.46 -2.61
C -4.62 3.30 -3.11
C -4.82 2.96 -4.47
C -5.76 3.70 -5.21
C -3.72 2.50 -2.24
Tc -0.18 0.26 0.48
P 4.63 -0.74 0.67
C -2.84 1.53 -2.60
C -1.77 1.08 -1.77
C -0.55 0.74 -2.33
C 0.65 1.21 -1.64
C 0.63 2.28 -0.63
C -0.62 2.35 0.15
C -1.76 1.42 -0.31
Br 1.99 3.60 -0.47
H -3.75 2.88 -1.21
H -2.86 1.26 -3.66
H -5.17 4.80 -1.58
H -4.30 2.12 -4.93
H -6.73 6.01 -3.10
H -5.97 3.41 -6.24
H -0.46 0.44 -3.41
H -2.76 1.50 0.15
H 1.62 1.01 -2.10
H -0.64 3.28 0.75
P -0.39 -1.90 -0.17
C 4.71 1.08 0.69
C 6.03 1.55 0.05
H 4.67 1.39 1.75
H 3.83 1.48 0.17
H 6.13 2.63 0.15
H 6.88 1.07 0.52
H 6.08 1.29 -1.01
C 4.10 -1.10 -1.05
C 5.08 -2.06 -1.78
H 4.03 -0.14 -1.60
H 3.10 -1.56 -0.99
H 4.78 -2.18 -2.83
H 6.11 -1.67 -1.74
H 5.11 -3.05 -1.30
C 3.37 -1.33 1.84
C 4.07 -2.02 3.01
H 2.71 -2.01 1.30
H 2.78 -0.46 2.16
H 3.39 -2.69 3.54
H 4.93 -2.61 2.66
H 4.48 -1.30 3.73
C -0.31 -3.42 0.95
C -1.38 -4.51 0.99
H -0.11 -3.03 1.95
H 0.62 -3.92 0.66
H -2.32 -4.19 1.44
H -1.61 -4.96 0.02
H -1.03 -5.35 1.60
C 0.59 -2.65 -1.56
C -0.03 -2.66 -2.94
H 0.84 -3.67 -1.26
H 1.53 -2.09 -1.56
H -0.91 -3.31 -3.01
H -0.30 -1.65 -3.25
H 0.71 -3.04 -3.64
C -2.16 -2.03 -0.75
C -3.05 -1.62 0.43
H -2.38 -3.04 -1.11
H -2.27 -1.35 -1.62
H -3.88 -0.97 0.09
H -3.50 -2.51 0.93
H -2.47 -1.06 1.20
C -0.77 2.30 3.77
C 0.36 1.40 3.24
O -0.19 0.12 2.73
C -0.85 -0.65 3.86
C -0.04 -0.64 5.15
H -1.56 2.43 3.01
H -0.31 3.28 3.99
H -1.21 1.92 4.71
H 0.92 1.87 2.41
H 1.07 1.12 4.04
H -1.82 -0.16 4.00
H -1.01 -1.64 3.43
H -0.17 0.28 5.72
H -0.40 -1.42 5.85
H 1.04 -0.83 5.02


Record 6
24
Properties=species:S:1:pos:R:3 method="wB97M-V/def2-TZVPD" energy_ha=-643.09719 relative_energy_ev=3.385 homo_energy_ha=-0.28007 homo_lumo_gap_ev=7.4602 fmax_ev_per_a=4.78 total_charge=0
N -2.29 -2.79 0.02
C -1.74 -1.81 -0.20
C -1.16 -0.52 -0.35
C -1.95 0.58 -0.46
N -3.32 0.35 -0.46
O -1.56 1.87 -0.53
C 0.27 -0.51 -0.42
C 1.03 -1.53 0.25
C 2.36 -1.63 0.26
C 3.10 -0.75 -0.55
C 2.37 0.11 -1.31
C 1.05 0.35 -1.29
H -3.62 -0.53 -0.08
H -3.94 1.14 -0.40
H -0.59 2.05 -0.18
H 0.57 -2.38 0.80
H 2.77 -2.25 1.00
H 4.14 -0.81 -0.62
H 2.93 0.63 -2.14
H 0.68 1.22 -1.83
H -0.35 3.08 1.84
N 0.05 2.10 1.51
N -0.15 1.00 2.05
H -0.63 1.04 3.06


Copy entry 5 word for word.
85
Properties=species:S:1:pos:R:3 method="wB97M-V/def2-TZVPD" energy_ha=-4600.76125 homo_energy_ha="-0.70685 / -0.70338" homo_lumo_gap_ev="4.8581 / 4.6938" fmax_ev_per_a=6.00 total_charge=+4 multiplicity=4
N -6.39 4.73 -4.70
C -6.19 5.14 -3.45
C -5.30 4.46 -2.61
C -4.62 3.30 -3.11
C -4.82 2.96 -4.47
C -5.76 3.70 -5.21
C -3.72 2.50 -2.24
Tc -0.18 0.26 0.48
P 4.63 -0.74 0.67
C -2.84 1.53 -2.60
C -1.77 1.08 -1.77
C -0.55 0.74 -2.33
C 0.65 1.21 -1.64
C 0.63 2.28 -0.63
C -0.62 2.35 0.15
C -1.76 1.42 -0.31
Br 1.99 3.60 -0.47
H -3.75 2.88 -1.21
H -2.86 1.26 -3.66
H -5.17 4.80 -1.58
H -4.30 2.12 -4.93
H -6.73 6.01 -3.10
H -5.97 3.41 -6.24
H -0.46 0.44 -3.41
H -2.76 1.50 0.15
H 1.62 1.01 -2.10
H -0.64 3.28 0.75
P -0.39 -1.90 -0.17
C 4.71 1.08 0.69
C 6.03 1.55 0.05
H 4.67 1.39 1.75
H 3.83 1.48 0.17
H 6.13 2.63 0.15
H 6.88 1.07 0.52
H 6.08 1.29 -1.01
C 4.10 -1.10 -1.05
C 5.08 -2.06 -1.78
H 4.03 -0.14 -1.60
H 3.10 -1.56 -0.99
H 4.78 -2.18 -2.83
H 6.11 -1.67 -1.74
H 5.11 -3.05 -1.30
C 3.37 -1.33 1.84
C 4.07 -2.02 3.01
H 2.71 -2.01 1.30
H 2.78 -0.46 2.16
H 3.39 -2.69 3.54
H 4.93 -2.61 2.66
H 4.48 -1.30 3.73
C -0.31 -3.42 0.95
C -1.38 -4.51 0.99
H -0.11 -3.03 1.95
H 0.62 -3.92 0.66
H -2.32 -4.19 1.44
H -1.61 -4.96 0.02
H -1.03 -5.35 1.60
C 0.59 -2.65 -1.56
C -0.03 -2.66 -2.94
H 0.84 -3.67 -1.26
H 1.53 -2.09 -1.56
H -0.91 -3.31 -3.01
H -0.30 -1.65 -3.25
H 0.71 -3.04 -3.64
C -2.16 -2.03 -0.75
C -3.05 -1.62 0.43
H -2.38 -3.04 -1.11
H -2.27 -1.35 -1.62
H -3.88 -0.97 0.09
H -3.50 -2.51 0.93
H -2.47 -1.06 1.20
C -0.77 2.30 3.77
C 0.36 1.40 3.24
O -0.19 0.12 2.73
C -0.85 -0.65 3.86
C -0.04 -0.64 5.15
H -1.56 2.43 3.01
H -0.31 3.28 3.99
H -1.21 1.92 4.71
H 0.92 1.87 2.41
H 1.07 1.12 4.04
H -1.82 -0.16 4.00
H -1.01 -1.64 3.43
H -0.17 0.28 5.72
H -0.40 -1.42 5.85
H 1.04 -0.83 5.02


What did the sixth record say?
24
Properties=species:S:1:pos:R:3 method="wB97M-V/def2-TZVPD" energy_ha=-643.09719 relative_energy_ev=3.385 homo_energy_ha=-0.28007 homo_lumo_gap_ev=7.4602 fmax_ev_per_a=4.78 total_charge=0
N -2.29 -2.79 0.02
C -1.74 -1.81 -0.20
C -1.16 -0.52 -0.35
C -1.95 0.58 -0.46
N -3.32 0.35 -0.46
O -1.56 1.87 -0.53
C 0.27 -0.51 -0.42
C 1.03 -1.53 0.25
C 2.36 -1.63 0.26
C 3.10 -0.75 -0.55
C 2.37 0.11 -1.31
C 1.05 0.35 -1.29
H -3.62 -0.53 -0.08
H -3.94 1.14 -0.40
H -0.59 2.05 -0.18
H 0.57 -2.38 0.80
H 2.77 -2.25 1.00
H 4.14 -0.81 -0.62
H 2.93 0.63 -2.14
H 0.68 1.22 -1.83
H -0.35 3.08 1.84
N 0.05 2.10 1.51
N -0.15 1.00 2.05
H -0.63 1.04 3.06